No. 1
The following is a DFT calculation (ωB97M-V/def2-TZVPD) of a structure of composition C24H34FN4OPtS2 at a distorted geometry.

Calculated values
- F_max (eV/A) = 1.115
- HOMO level (eV) = -10.95
- energy (eV) = -61072.2382
- gap between HOMO and LUMO (eV) = 7.47
- relative energy (zero: lowest compared OMol25 entry of this formula, charge and spin) (kcal per mole) = 83.9

Geometry as ORCA input:
```
! wB97M-V def2-TZVPD RIJCOSX def2/J DEFGRID3
* xyz 1 1
Pt 2.009 -1.323 -0.187
C 0.846 1.219 3.404
C -0.273 1.035 2.374
C -1.615 1.453 2.974
C 0.072 1.803 1.115
C 0.104 3.192 1.162
C 0.511 3.933 0.066
C 0.885 3.287 -1.099
C 0.834 1.901 -1.206
C 1.280 1.238 -2.495
C 0.717 1.920 -3.741
C 2.810 1.192 -2.562
C 0.417 1.156 -0.086
N 0.362 -0.268 -0.168
C -0.844 -0.938 -0.339
C -2.116 -0.188 -0.697
C -2.177 0.178 -2.139
C -1.803 -0.738 -3.023
C -1.478 -2.095 -2.505
C -0.768 -2.161 -1.264
F 1.210 -2.094 -1.848
H 0.682 0.587 4.280
H 0.901 2.255 3.743
H 1.817 0.978 2.963
H -0.339 -0.024 2.126
H -1.580 2.466 3.378
H -1.893 0.781 3.788
H -2.412 1.427 2.228
H -0.177 3.702 2.076
H 0.544 5.013 0.123
H 1.216 3.875 -1.946
H 0.922 0.210 -2.481
H 1.103 2.934 -3.858
H -0.371 1.981 -3.708
H 1.003 1.362 -4.634
H 3.228 2.199 -2.629
H 3.141 0.627 -3.435
H 3.230 0.714 -1.672
H -2.278 0.647 -0.019
H -2.509 1.162 -2.441
H -1.818 -0.581 -4.093
H -1.331 -2.902 -3.215
C 3.026 -1.868 3.065
S 3.376 -1.204 1.463
C 4.547 0.085 1.787
O 4.011 -2.246 0.582
H 3.955 -2.258 3.478
H 2.291 -2.657 2.919
H 2.613 -1.075 3.685
H 4.144 0.760 2.540
H 4.712 0.610 0.848
H 5.462 -0.396 2.132
C -5.246 -0.747 -0.256
C -4.138 -1.320 0.620
C -2.824 -1.456 -0.106
N -1.573 -1.664 0.770
N -1.003 -2.980 0.844
C -0.510 -3.270 -0.313
N 0.056 -4.436 -0.680
S -2.924 -2.723 -1.410
H -6.157 -0.610 0.324
H -5.481 -1.406 -1.092
H -4.963 0.225 -0.665
H -4.429 -2.287 1.037
H -3.934 -0.666 1.469
H 0.770 -4.387 -1.389
H 0.155 -5.140 0.033
*
```

=====

No. 2
The following is a DFT calculation (ωB97M-V/def2-TZVPD) of a structure of composition C24H34I2N5O3Pt at a distorted geometry.

Calculated values
- F_max (eV/A) = 2.866
- HOMO level (alpha / beta) (eV) = -16.12 / -16.13
- energy (eV) = -58451.8752
- gap between HOMO and LUMO (alpha / beta) (eV) = 4.06 / 4.08
- relative energy (zero: lowest compared OMol25 entry of this formula, charge and spin) (kcal per mole) = 75.8

Geometry as ORCA input:
```
! wB97M-V def2-TZVPD RIJCOSX def2/J DEFGRID3
* xyz 3 1
Pt 0.111 -0.548 0.379
I 6.152 2.611 -3.749
C 4.753 1.394 -2.833
C 4.303 0.237 -3.492
C 3.325 -0.513 -2.910
I 2.564 -2.223 -3.820
C 2.746 -0.148 -1.609
O 1.843 -0.836 -1.123
C 3.286 1.022 -0.935
C 2.786 1.375 0.439
N 1.318 1.538 0.503
C 0.893 2.147 1.774
C 0.799 1.145 2.898
C 0.967 1.513 4.223
C 0.755 0.569 5.218
C 0.425 -0.730 4.857
C 0.306 -1.030 3.511
N 0.470 -0.100 2.567
C 4.245 1.758 -1.548
H 4.721 -0.050 -4.448
H 3.272 2.307 0.743
H 3.073 0.600 1.157
H 1.023 2.135 -0.265
H -0.097 2.584 1.625
H 1.569 2.952 2.071
H 1.248 2.528 4.474
H 0.845 0.844 6.260
H 0.257 -1.496 5.599
H 0.088 -2.034 3.173
H 4.653 2.632 -1.056
C -2.310 -2.820 1.298
O -1.492 -2.361 0.216
C -0.776 -3.405 -0.446
C 0.386 -3.922 0.386
O 1.096 -2.804 0.919
C 2.517 -2.975 0.883
H -2.995 -3.587 0.934
H -2.881 -1.968 1.656
H -1.714 -3.235 2.113
H -0.393 -2.960 -1.368
H -1.441 -4.236 -0.692
H 1.024 -4.535 -0.254
H 0.042 -4.539 1.219
H 2.889 -2.957 -0.144
H 2.795 -3.921 1.348
H 2.955 -2.157 1.453
C -2.573 1.488 -3.826
C -1.858 0.168 -3.622
N -1.495 0.042 -2.211
C -2.106 0.675 -1.192
N -1.644 0.478 0.054
C -2.385 1.043 1.173
C -2.859 2.439 0.802
C -3.784 2.278 -0.388
N -3.138 1.490 -1.441
C -3.686 1.591 -2.798
H -2.986 1.545 -4.831
H -1.875 2.318 -3.693
H -0.950 0.113 -4.223
H -2.500 -0.664 -3.920
H -0.764 -0.603 -1.967
H -1.761 1.031 2.065
H -3.258 0.416 1.387
H -2.005 3.063 0.524
H -3.384 2.915 1.628
H -4.058 3.249 -0.799
H -4.709 1.786 -0.075
H -4.205 2.542 -2.890
H -4.421 0.797 -2.959
*
```

=====

No. 3
The following is a DFT calculation (ωB97M-V/def2-TZVPD) of an isolated molecule of C24H34N4O3S at a distorted geometry.

Calculated values
- F_max (eV/A) = 1.004
- HOMO level (eV) = -7.48
- energy (eV) = -48377.3104
- SMILES = CCCCN(CC)CCCNC(=O)c1cc2c(-c3ccc(OC)c(OC)c3)nn(C)c2s1
- gap between HOMO and LUMO (eV) = 8.00
- relative energy (zero: lowest compared OMol25 entry of this formula, charge and spin) (kcal per mole) = 39.5

Geometry as ORCA input:
```
! wB97M-V def2-TZVPD RIJCOSX def2/J DEFGRID3
* xyz 0 1
C 0.369 0.822 -2.833
C 1.824 0.540 -3.188
C 2.697 0.498 -1.938
C 4.158 0.169 -2.244
N 4.976 0.247 -1.038
C 5.459 1.598 -0.783
C 5.658 1.863 0.706
C 6.047 -0.745 -1.016
C 5.550 -2.130 -0.591
C 5.061 -2.153 0.859
N 3.911 -1.302 1.037
C 2.671 -1.813 1.217
O 2.439 -2.994 1.411
C 1.587 -0.813 1.177
C 0.279 -1.083 0.916
C -0.522 0.084 0.877
C -1.828 0.605 0.656
C -3.056 -0.093 0.336
C -3.121 -1.479 0.244
C -4.320 -2.086 -0.058
C -5.487 -1.357 -0.279
O -6.572 -2.129 -0.567
C -7.851 -1.570 -0.751
C -5.428 0.048 -0.191
O -6.578 0.768 -0.416
C -6.523 2.168 -0.314
C -4.218 0.648 0.115
N -1.800 1.929 0.782
N -0.547 2.305 1.074
C -0.208 3.681 1.278
C 0.249 1.226 1.138
S 1.910 0.906 1.429
H -0.248 0.848 -3.728
H -0.020 0.051 -2.171
H 0.277 1.781 -2.327
H 1.891 -0.418 -3.709
H 2.193 1.313 -3.867
H 2.639 1.461 -1.426
H 2.306 -0.263 -1.261
H 4.540 0.845 -3.027
H 4.209 -0.847 -2.641
H 4.712 2.300 -1.158
H 6.400 1.793 -1.326
H 6.382 1.177 1.139
H 6.021 2.877 0.852
H 4.717 1.751 1.239
H 6.539 -0.819 -2.000
H 6.801 -0.417 -0.297
H 6.371 -2.841 -0.699
H 4.735 -2.454 -1.240
H 5.860 -1.814 1.528
H 4.765 -3.166 1.145
H 4.023 -0.389 0.603
H -0.056 -2.090 0.747
H -2.246 -2.083 0.414
H -4.392 -3.160 -0.131
H -7.882 -0.901 -1.613
H -8.188 -1.029 0.136
H -8.509 -2.421 -0.928
H -7.536 2.513 -0.520
H -5.836 2.600 -1.049
H -6.229 2.489 0.691
H -4.133 1.718 0.192
H 0.153 3.841 2.296
H -1.106 4.271 1.112
H 0.570 3.989 0.576
*
```

=====

No. 4
The following is a DFT calculation (ωB97M-V/def2-TZVPD) of an isolated molecule of C24H34N4O6.

Calculated values
- F_max (eV/A) = 0.707
- HOMO level (eV) = -7.78
- energy (eV) = -43688.3240
- SMILES = CCOC(=O)C1CCN(C(=O)Nc2ccc(NC(=O)C3CCN(C(=O)OCC)CC3)cc2)CC1
- gap between HOMO and LUMO (eV) = 8.44
- relative energy (zero: lowest compared OMol25 entry of this formula, charge and spin) (kcal per mole) = 0.0

Geometry as ORCA input:
```
! wB97M-V def2-TZVPD RIJCOSX def2/J DEFGRID3
* xyz 0 1
C -10.014 -1.570 2.617
C -10.290 -0.433 1.644
O -9.378 -0.458 0.543
C -8.185 0.112 0.723
O -7.847 0.680 1.727
C -7.312 -0.077 -0.503
C -6.299 1.061 -0.633
C -5.346 0.760 -1.792
N -4.675 -0.501 -1.586
C -3.383 -0.716 -1.180
O -2.932 -1.841 -1.091
N -2.655 0.421 -0.916
C -1.286 0.522 -0.667
C -0.788 1.756 -0.249
C 0.558 1.942 -0.014
C 1.445 0.886 -0.198
N 2.826 1.003 0.010
C 3.543 2.082 0.414
O 3.072 3.165 0.686
C 5.048 1.823 0.501
C 5.397 0.733 1.520
C 6.917 0.565 1.589
N 7.443 0.269 0.276
C 7.925 -0.936 -0.105
O 8.254 -1.205 -1.237
O 8.010 -1.804 0.932
C 8.617 -3.060 0.637
C 10.136 -2.967 0.645
C 7.160 1.275 -0.725
C 5.649 1.471 -0.865
C 0.949 -0.348 -0.612
C -0.397 -0.534 -0.846
C -5.601 -1.611 -1.528
C -6.575 -1.419 -0.363
H -9.028 -1.451 3.057
H -10.757 -1.559 3.409
H -10.059 -2.526 2.101
H -10.200 0.532 2.154
H -11.280 -0.527 1.195
H -7.959 -0.117 -1.384
H -5.744 1.146 0.303
H -6.815 2.006 -0.809
H -5.930 0.671 -2.718
H -4.634 1.572 -1.942
H -3.158 1.284 -0.781
H -1.467 2.586 -0.106
H 0.928 2.900 0.308
H 3.340 0.155 -0.183
H 5.490 2.766 0.840
H 4.953 -0.223 1.233
H 5.013 1.004 2.505
H 7.374 1.497 1.940
H 7.187 -0.240 2.269
H 8.267 -3.403 -0.342
H 8.258 -3.733 1.419
H 10.467 -2.303 -0.149
H 10.486 -2.580 1.600
H 10.562 -3.953 0.482
H 7.632 2.215 -0.420
H 7.598 0.940 -1.666
H 5.213 0.548 -1.254
H 5.448 2.269 -1.580
H 1.628 -1.177 -0.757
H -0.770 -1.495 -1.159
H -6.151 -1.669 -2.474
H -5.018 -2.524 -1.396
H -6.014 -1.424 0.574
H -7.294 -2.239 -0.342
*
```

=====

No. 5
The following is a DFT calculation (ωB97M-V/def2-TZVPD) of a structure of composition C24H35BIrN3O5.

Calculated values
- F_max (eV/A) = 0.482
- HOMO level (alpha / beta) (eV) = 0.65 / -0.79
- energy (eV) = -43677.7559
- expectation value of S² = 6.0505
- gap between HOMO and LUMO (alpha / beta) (eV) = 3.85 / 5.28
- relative energy (zero: lowest compared OMol25 entry of this formula, charge and spin) (kcal per mole) = 12.9

Geometry as ORCA input:
```
! wB97M-V def2-TZVPD RIJCOSX def2/J DEFGRID3
* xyz -2 5
Ir -0.302 0.277 -0.174
C -1.778 -3.364 -1.858
C -3.000 -2.740 -1.254
C -4.266 -3.241 -1.487
C -5.397 -2.654 -0.923
C -5.232 -1.527 -0.120
C -3.987 -0.979 0.130
C -3.825 0.239 0.989
C -2.812 -1.592 -0.416
N -1.602 -1.134 -0.140
H -2.034 -4.255 -2.438
H -1.058 -3.629 -1.078
H -1.257 -2.654 -2.506
H -4.373 -4.115 -2.125
H -6.385 -3.061 -1.108
H -6.105 -1.048 0.317
H -4.795 0.700 1.190
H -3.167 0.967 0.501
H -3.345 -0.001 1.942
C 5.089 -0.075 0.259
C 3.997 0.716 -0.446
C 4.377 2.194 -0.488
O 2.784 0.582 0.287
B 1.674 0.597 -0.612
O 2.224 0.559 -1.922
C 3.591 0.181 -1.843
C 4.350 0.790 -3.014
C 3.656 -1.345 -1.924
H 5.299 0.385 1.226
H 6.012 -0.080 -0.328
H 4.772 -1.102 0.435
H 4.448 2.580 0.528
H 3.607 2.770 -1.003
H 5.336 2.352 -0.991
H 4.185 1.864 -3.064
H 3.989 0.347 -3.944
H 5.423 0.597 -2.931
H 3.123 -1.789 -1.083
H 4.686 -1.712 -1.931
H 3.163 -1.664 -2.843
O 2.924 4.002 2.189
C 3.037 2.954 3.142
N 1.955 3.000 4.093
C 1.550 1.809 4.791
O 1.655 1.824 6.039
C 0.969 0.744 4.053
C 0.602 -0.482 4.703
C 0.008 -1.472 3.957
C -0.248 -1.303 2.602
N 0.077 -0.129 1.973
C 0.656 0.824 2.672
H 2.066 3.892 1.761
H 4.015 3.123 3.611
H 3.049 1.977 2.654
H 2.136 3.688 4.811
H 0.788 -0.593 5.763
H -0.281 -2.408 4.424
H -0.737 -2.034 1.978
H 0.858 1.731 2.117
C -0.578 3.613 -0.191
O -1.369 2.920 -1.125
C -0.848 1.680 -1.554
C -1.708 1.203 -2.691
H -1.221 4.034 0.586
H -0.030 4.430 -0.682
H 0.146 2.936 0.275
H -1.838 1.988 -3.447
H -2.713 0.897 -2.355
H -1.246 0.336 -3.165
*
```

=====

No. 6
The following is a DFT calculation (ωB97M-V/def2-TZVPD) of a structure of composition C24H35Br3Cl2CsF3LiMgN3O9PSi at a distorted geometry.

Calculated values
- F_max (eV/A) = 2.916
- HOMO level (eV) = -8.96
- energy (eV) = -315032.0665
- gap between HOMO and LUMO (eV) = 3.96

Geometry as ORCA input:
```
! wB97M-V def2-TZVPD RIJCOSX def2/J DEFGRID3
* xyz 1 1
C -3.273 4.206 -1.196
Si -1.506 3.865 -1.642
C -0.492 5.435 -1.586
C -1.475 3.320 -3.442
N -0.704 2.664 -0.551
C -1.077 2.476 0.711
C -0.453 1.555 1.558
C 0.588 0.820 1.085
C 1.297 -0.121 1.954
C 0.987 -1.465 2.084
C 1.739 -2.255 2.912
N 2.775 -1.732 3.604
C 3.619 -2.520 4.488
C 5.088 -2.409 4.137
O 5.874 -2.019 4.941
O 5.555 -2.812 2.876
C 3.088 -0.419 3.498
C 2.367 0.403 2.680
C 0.999 1.020 -0.251
C 0.349 1.916 -1.024
H -3.421 4.432 -0.140
H -3.895 3.339 -1.425
H -3.661 5.027 -1.803
H 0.566 5.182 -1.652
H -0.705 6.049 -0.716
H -0.705 6.018 -2.482
H -1.820 4.195 -3.990
H -2.175 2.515 -3.656
H -0.461 3.082 -3.755
H -1.916 3.045 1.076
H -0.793 1.423 2.569
H 0.157 -1.898 1.536
H 1.556 -3.313 3.067
H 3.379 -3.602 4.432
H 3.562 -2.146 5.509
H 6.162 -2.105 2.601
H 3.914 -0.020 4.068
H 2.606 1.447 2.577
H 1.831 0.463 -0.656
H 0.638 2.070 -2.051
C 0.979 1.664 6.476
Br 2.132 1.218 7.956
Br 1.985 2.154 4.911
Br -0.243 0.255 6.019
H 0.389 2.520 6.774
C 3.927 -5.112 -1.981
C 2.829 -6.149 -1.912
O 1.779 -5.698 -1.051
C 0.905 -4.860 -1.619
O 0.941 -4.487 -2.753
C -0.174 -4.463 -0.601
F 0.402 -4.179 0.584
F -1.032 -5.463 -0.422
F -0.832 -3.399 -1.018
H 4.275 -4.871 -0.976
H 4.770 -5.476 -2.571
H 3.564 -4.187 -2.433
H 3.206 -7.077 -1.483
H 2.445 -6.388 -2.913
O -2.000 -1.275 3.687
P -2.522 -1.570 2.285
O -3.956 -2.075 2.354
O -1.624 -2.610 1.626
O -2.539 -0.288 1.457
O -0.875 -5.301 3.360
H -1.812 -5.449 3.179
H -0.578 -4.800 2.593
Li 2.950 -4.082 6.333
Mg 2.848 -7.311 -4.479
Cl 1.262 -4.899 4.699
Cl 0.766 3.830 1.827
Cs 5.746 -3.569 0.565
C -5.486 5.594 -6.996
C -4.454 4.541 -6.608
C -4.879 3.708 -5.393
C -5.067 4.559 -4.216
N -5.227 5.225 -3.296
H -5.632 6.322 -6.198
H -5.158 6.140 -7.880
H -6.449 5.134 -7.222
H -3.500 5.031 -6.400
H -4.289 3.869 -7.452
H -4.120 2.960 -5.162
H -5.815 3.186 -5.596
*
```

=====

No. 7
The following is a DFT calculation (ωB97M-V/def2-TZVPD) of a structure of composition C24H35BrIrN2O5Sb at a distorted geometry.

Calculated values
- F_max (eV/A) = 3.915
- HOMO level (alpha / beta) (eV) = -13.64 / -13.64
- energy (eV) = -118075.5004
- gap between HOMO and LUMO (alpha / beta) (eV) = 5.75 / 5.77
- relative energy (zero: lowest compared OMol25 entry of this formula, charge and spin) (kcal per mole) = 95.3

Geometry as ORCA input:
```
! wB97M-V def2-TZVPD RIJCOSX def2/J DEFGRID3
* xyz 2 1
Ir 1.035 0.159 -0.371
O 2.251 -3.789 1.381
C 2.083 -2.587 0.906
O 1.132 -2.250 0.208
C 3.115 -1.592 1.299
C 4.361 -1.892 1.840
C 5.224 -0.841 2.138
C 4.830 0.464 1.874
C 3.567 0.666 1.324
N 2.745 -0.331 1.059
C 3.057 2.071 0.890
O 3.833 2.990 0.951
O 1.854 2.057 0.487
H 1.565 -4.429 1.115
H 4.641 -2.919 2.017
H 6.198 -1.048 2.559
H 5.466 1.315 2.072
O 5.564 2.665 -4.170
C 4.752 1.953 -3.419
C 5.188 1.014 -2.477
C 4.263 0.301 -1.750
N 2.947 0.474 -1.866
C 2.554 1.382 -2.753
Br 0.672 1.569 -2.800
C 3.365 2.134 -3.559
H 6.498 2.486 -3.988
H 6.243 0.855 -2.324
H 4.586 -0.447 -1.045
H 2.973 2.851 -4.262
C -2.556 -0.018 -2.845
C -2.897 -0.932 -1.685
C -2.323 -2.319 -1.899
C -4.389 -0.973 -1.454
Sb -1.718 -0.203 0.188
C -2.405 2.267 0.628
C -3.854 2.293 0.294
C -1.502 2.991 -0.304
C -2.069 2.414 2.069
C -2.357 -1.564 1.967
C -3.816 -1.959 1.875
C -2.078 -0.815 3.257
C -1.459 -2.785 1.868
H -3.245 -0.211 -3.666
H -1.551 -0.203 -3.210
H -2.653 1.037 -2.595
H -2.656 -2.694 -2.867
H -2.668 -3.017 -1.139
H -1.231 -2.307 -1.910
H -4.852 -1.431 -2.329
H -4.816 0.021 -1.346
H -4.666 -1.577 -0.597
H -4.040 2.142 -0.766
H -4.235 3.290 0.540
H -4.436 1.588 0.884
H -1.686 2.745 -1.348
H -0.451 2.840 -0.060
H -1.696 4.062 -0.200
H -2.760 1.878 2.713
H -2.152 3.474 2.328
H -1.041 2.128 2.287
H -4.476 -1.096 1.798
H -4.088 -2.494 2.785
H -3.996 -2.637 1.044
H -2.846 -0.072 3.458
H -1.098 -0.338 3.244
H -2.090 -1.523 4.087
H -1.448 -3.203 0.863
H -1.823 -3.556 2.547
H -0.445 -2.524 2.163
*
```